Entry 1:
12
Properties=species:S:1:pos:R:3 method="wB97M-V/def2-TZVPD" smiles="C=N[C@H]1CC1(F)F" e_lumo_ev=1.00 total_charge=0 gap_ev=9.96 multiplicity=1 de_lowest_kcal_mol=63.6 e_tot_ha=-409.78150
C -0.008 0.141 0.507
C -0.789 1.204 -0.218
C 0.537 -1.493 -1.208
C -1.543 0.006 0.272
N 0.758 -0.581 -0.412
F -1.826 -0.887 -0.683
F -2.592 0.232 1.236
H 0.353 0.264 1.536
H -0.828 2.030 0.495
H -0.524 1.319 -1.232
H -0.220 -2.315 -1.521
H 1.361 -1.837 -1.852

---

Entry 2:
46
Properties=species:S:1:pos:R:3 method="wB97M-V/def2-TZVPD" e_lumo_ev="-6.10 / -11.92" total_charge=+2 gap_ev="8.54 / 3.12" multiplicity=5 de_lowest_kcal_mol=4.9 s2=6.03 e_tot_ha=-1996.42900
H -1.775 0.536 -2.177
N 0.251 0.839 -1.681
B 2.743 1.469 -1.593
N 1.343 1.416 -2.307
C 0.955 1.874 -3.514
Pd 0.397 0.023 0.277
H 1.674 2.344 -4.163
C -0.398 1.575 -3.667
H -1.015 1.791 -4.515
C -0.813 0.923 -2.496
H 3.577 1.996 -2.269
C 0.563 -0.817 2.026
H -0.434 -1.245 2.184
H 0.812 -0.033 2.743
H 1.353 -1.566 1.942
N 3.077 -0.037 -1.279
N 2.479 2.233 -0.243
N 2.115 -0.798 -0.634
N 1.426 1.809 0.556
C 4.109 -0.847 -1.603
C 3.000 3.344 0.317
H 4.964 -0.456 -2.137
H 3.831 3.863 -0.130
C 3.814 -2.132 -1.146
C 2.293 3.612 1.490
C 2.546 -2.062 -0.550
C 1.303 2.633 1.600
H 4.413 -3.023 -1.211
H 2.459 4.392 2.199
H 1.931 -2.805 -0.056
H 0.525 2.458 2.340
H -1.850 -1.477 -0.162
F -2.472 -0.589 3.309
C -3.480 -0.432 2.406
F -4.650 -0.644 3.061
F -3.440 0.866 2.020
C -3.312 -1.359 1.147
O -2.200 -0.794 0.443
C -2.991 -2.876 1.397
F -4.057 -3.630 1.738
F -2.437 -3.397 0.251
F -2.038 -3.023 2.356
C -4.543 -1.222 0.204
F -5.676 -1.746 0.731
F -4.758 0.081 -0.103
F -4.266 -1.862 -0.971

---

Entry 3:
11
Properties=species:S:1:pos:R:3 method="wB97M-V/def2-TZVPD" smiles="O=CCCO" e_lumo_ev=0.69 total_charge=0 gap_ev=10.74 multiplicity=1 de_lowest_kcal_mol=48.4 e_tot_ha=-268.32803
O -2.263 0.955 0.334
C -1.084 1.069 0.026
C -0.057 -0.098 0.544
C 0.964 -0.366 -0.512
O 1.954 -1.421 -0.253
H -0.711 2.099 -0.230
H 0.418 0.283 1.393
H -0.788 -0.894 0.924
H 0.452 -0.731 -1.435
H 1.627 0.535 -0.684
H 2.538 -1.197 -0.964

---

Entry 4:
98
Properties=species:S:1:pos:R:3 method="wB97M-V/def2-TZVPD" smiles="CCOC(=O)CCC[C@@]1(OC[C@@H](C)O)[C@@](S)(CNC)[C@](C)(N(C)C(C)=O)OS(=O)(=O)[C@]1(C)CC.c1ccncc1.c1ccncc1" e_lumo_ev=0.38 total_charge=0 gap_ev=8.03 multiplicity=1 de_lowest_kcal_mol=0.0 e_tot_ha=-2867.66983
C -3.086 1.955 -3.685
C -1.778 1.225 -4.079
O -1.657 -0.052 -3.390
C -0.645 0.035 -2.450
O 0.459 -0.214 -2.750
C -1.080 0.441 -1.066
C -1.086 -0.857 -0.159
C 0.335 -0.961 0.423
C 0.631 -2.300 1.246
O -0.683 -2.840 1.379
C -1.251 -3.343 2.555
C -2.348 -2.469 3.229
C -3.717 -3.147 3.052
O -2.127 -2.349 4.626
C 1.359 -3.403 0.335
S 0.690 -5.089 0.846
C 1.002 -3.307 -1.205
N 0.199 -4.418 -1.768
C -1.169 -4.023 -2.079
C 2.944 -3.527 0.495
C 3.681 -2.406 -0.295
N 3.439 -4.864 0.136
C 4.223 -5.613 1.102
C 3.726 -5.185 -1.201
C 5.209 -5.145 -1.649
O 2.951 -5.559 -1.995
O 3.454 -3.361 1.851
S 2.473 -3.174 3.096
O 3.292 -2.719 4.174
O 1.717 -4.294 3.561
C 1.427 -1.795 2.479
C 2.513 -0.704 2.194
C 0.717 -1.280 3.750
C -0.233 -0.071 3.586
H -3.505 1.393 -2.852
H -3.763 1.994 -4.530
H -2.798 2.946 -3.343
H -0.888 1.828 -3.901
H -1.802 0.974 -5.138
H -2.033 0.962 -1.051
H -0.287 1.089 -0.687
H -1.330 -1.676 -0.824
H -1.831 -0.667 0.606
H 1.063 -0.833 -0.375
H 0.409 -0.072 1.050
H -0.588 -3.666 3.359
H -1.784 -4.262 2.287
H -2.447 -1.484 2.768
H -3.670 -4.137 3.516
H -3.972 -3.292 2.001
H -4.497 -2.551 3.526
H -2.774 -2.876 5.108
H 1.222 -5.985 0.006
H 1.890 -3.315 -1.835
H 0.456 -2.418 -1.514
H 0.617 -4.663 -2.658
H -1.245 -3.210 -2.819
H -1.729 -3.783 -1.175
H -1.684 -4.879 -2.524
H 2.984 -1.731 -0.791
H 4.250 -1.779 0.385
H 4.388 -2.779 -1.034
H 4.471 -6.568 0.624
H 3.667 -5.901 1.989
H 5.198 -5.184 1.353
H 5.644 -6.140 -1.695
H 5.270 -4.596 -2.585
H 5.764 -4.576 -0.897
H 2.276 0.216 2.721
H 3.498 -0.997 2.547
H 2.625 -0.436 1.146
H 0.206 -2.034 4.342
H 1.514 -0.937 4.407
H 0.367 0.842 3.603
H -0.863 -0.089 2.704
H -0.846 -0.021 4.483
N -3.726 5.603 -4.172
C -2.877 5.830 -3.166
C -2.121 6.986 -3.038
C -2.249 7.962 -4.012
C -3.121 7.748 -5.065
C -3.832 6.558 -5.095
H -2.806 5.037 -2.429
H -1.450 7.117 -2.199
H -1.675 8.879 -3.949
H -3.249 8.485 -5.845
H -4.530 6.350 -5.900
N -0.569 8.114 -0.074
C -1.562 7.664 0.694
C -1.697 7.973 2.039
C -0.747 8.793 2.622
C 0.293 9.271 1.842
C 0.334 8.904 0.506
H -2.282 7.022 0.197
H -2.526 7.580 2.612
H -0.815 9.058 3.669
H 1.056 9.914 2.259
H 1.128 9.257 -0.143

---

Entry 5:
8
Properties=species:S:1:pos:R:3 method="wB97M-V/def2-TZVPD" smiles=O[C@H]1CO1 e_lumo_ev=1.00 total_charge=0 gap_ev=11.63 multiplicity=1 de_lowest_kcal_mol=58.1 e_tot_ha=-229.01405
C -0.223 0.282 -0.786
C 0.054 0.186 0.641
O -1.241 0.046 0.218
O 0.710 -0.981 1.044
H -0.416 1.233 -1.183
H 0.202 -0.446 -1.436
H 0.309 1.121 1.244
H 0.606 -1.442 0.259

---

Entry 6:
12
Properties=species:S:1:pos:R:3 method="wB97M-V/def2-TZVPD" smiles=c1c[nH]cn1.O e_lumo_ev=0.80 total_charge=0 gap_ev=9.90 multiplicity=1 de_lowest_kcal_mol=21.1 e_tot_ha=-302.65949
C -1.316 -0.281 -0.280
C -0.999 -0.091 1.026
N 0.193 -0.741 1.202
C 0.568 -1.237 0.001
N -0.319 -0.988 -0.921
H -2.157 -0.003 -0.890
H -1.589 0.270 1.853
H 0.791 -0.689 2.012
H 1.480 -1.771 -0.198
H 0.656 1.996 -1.884
H 1.581 1.353 -0.865
O 1.110 2.180 -1.056

---

Entry 7:
20
Properties=species:S:1:pos:R:3 method="wB97M-V/def2-TZVPD" e_lumo_ev=-7.35 total_charge=+1 gap_ev=6.25 multiplicity=1 de_lowest_kcal_mol=134.7 e_tot_ha=-307.40697
C -1.414 -2.344 0.688
C -1.081 -0.871 0.497
C 0.402 -0.395 0.726
C 0.609 1.118 0.676
C 1.444 1.985 -0.369
N 1.482 1.502 -1.744
N -1.212 -0.284 -0.821
H -0.745 -2.876 0.003
H -2.457 -2.673 0.424
H -1.282 -2.611 1.722
H -1.627 -0.413 1.351
H 0.841 -0.798 1.693
H 0.941 -0.755 -0.133
H -1.078 0.723 -0.389
H 0.749 1.613 1.703
H 2.514 2.123 -0.170
H 0.985 3.019 -0.327
H 2.373 1.214 -2.127
H 0.726 1.106 -2.190
H -2.170 -0.382 -1.212

---

Entry 8:
11
Properties=species:S:1:pos:R:3 method="wB97M-V/def2-TZVPD" smiles="O=C(S)C(=S)CO" e_lumo_ev=-1.69 total_charge=0 gap_ev=8.06 multiplicity=1 de_lowest_kcal_mol=19.9 e_tot_ha=-1063.53232
C 0.086 1.171 1.465
C -0.234 0.293 0.302
C 1.009 -0.409 -0.265
H -1.796 1.496 1.835
H 0.979 1.843 1.282
H 0.505 0.631 2.312
H -0.429 -1.481 -1.824
O -0.960 2.001 1.880
O 2.079 -0.196 0.243
S -1.760 0.041 -0.227
S 0.924 -1.495 -1.623